Record 1
The following is a DFT calculation (the ωB97M-V functional and the def2-TZVPD basis) of a 4-piece molecular cluster, C32H72ClF4IN4O8PSi overall at a distorted geometry.

Geometry (Å):
1 I 1.16265 4.21795 0.11415
2 Cl 3.31305 2.05634 -2.23339
3 P 0.62369 0.87390 -1.46563
4 Si -2.28133 3.68645 -0.91289
5 F -4.59815 -0.23866 1.31315
6 F -1.27462 0.30419 -3.48358
7 F -4.84638 0.80994 3.17684
8 F -5.51501 1.78140 1.36487
9 O -0.63125 7.28985 -3.30115
10 O -1.01312 1.46356 -1.37035
11 O 0.25780 -1.18702 0.43738
12 O -5.01344 -9.55663 5.22866
13 O -3.24518 -4.88100 1.63301
14 O 0.94285 1.37545 0.17467
15 O 6.52926 -2.62227 -0.86670
16 O -0.80978 -3.24562 -0.08845
17 N 8.71038 -4.35968 -0.16758
18 N 1.83598 0.72125 2.86623
19 N -1.59870 9.07861 -1.27228
20 N -2.89617 -9.35414 3.28999
21 C -2.33699 1.10968 0.51516
22 C 0.27634 8.11615 -2.59375
23 C 0.71046 1.23066 -4.41323
24 C -4.53998 0.99878 1.84604
25 C -3.41386 -7.07614 3.97657
26 C -4.86497 -8.70565 6.35057
27 C 0.07975 2.29055 2.12986
28 C 0.13851 -2.55728 0.71629
29 C 6.30626 -3.73622 -0.02070
30 C -3.11382 1.62094 1.78891
31 C -0.90332 7.70253 -4.62628
32 C 2.49732 3.04245 3.17838
33 C -2.14244 -3.01934 0.34902
34 C 0.03278 2.39041 0.56046
35 C 6.05362 -2.78194 -2.19103
36 C -0.63201 10.47842 -3.01382
37 C -2.27219 5.20868 0.24028
38 C -2.89426 -4.40026 0.32910
39 C 0.10227 -0.88980 -0.97524
40 C 1.47613 1.94323 2.70983
41 C 7.33459 -4.87149 -0.17355
42 C 3.24081 -0.27571 -0.73383
43 C 4.54836 0.46146 -0.23904
44 C 2.45283 0.44819 -1.90930
45 C -1.36753 2.14993 -0.14921
46 C -0.35441 9.38297 -1.98842
47 C -4.13824 3.24504 -1.17815
48 C 0.15339 0.29845 -3.29340
49 C -5.23378 -8.88290 3.99788
50 C -3.95921 -8.34188 3.32516
51 C -1.56824 3.99617 -2.63768
52 C 7.12962 -5.71834 -1.42588
53 H -2.59176 1.19334 2.67538
54 H -0.02732 8.14930 -5.10543
55 H -1.88323 3.12589 -3.26896
56 H -1.49769 5.93396 -0.11067
57 H -2.68550 -2.34586 -0.36142
58 H 5.84153 -1.79094 -2.59402
59 H 1.12984 -3.05865 0.58397
60 H 5.32831 0.55029 -1.02227
61 H -4.30196 2.17166 -1.39975
62 H 0.65054 7.50096 -1.76977
63 H 0.62592 -1.69672 -1.54236
64 H -0.45371 3.98967 -2.66850
65 H -2.70025 -6.59068 3.31163
66 H -5.49390 -7.81440 6.27578
67 H 8.87658 -3.88217 0.71455
68 H -2.18874 8.54228 -1.90493
69 H -3.54824 -4.16076 2.19469
70 H -2.18987 -5.15204 -0.09423
71 H 4.33870 1.42455 0.27489
72 H 0.48013 -0.74025 -3.52991
73 H 3.37025 3.10522 2.50104
74 H 0.90015 2.15191 -2.05849
75 H -1.51689 10.27282 -3.61682
76 H -0.25808 3.22095 2.64341
77 H -3.11596 2.71954 1.92587
78 H 6.07575 -5.97404 -1.55997
79 H -3.81888 -8.42220 6.48213
80 H -5.67420 -9.63108 3.33148
81 H -0.13736 -2.70216 1.78969
82 H 0.36271 9.78892 -1.26825
83 H 0.21919 10.61333 -3.68622
84 H 7.69024 -6.65179 -1.34365
85 H 6.82206 -3.23931 -2.81904
86 H 0.60220 2.31270 -4.20733
87 H -4.57754 3.81608 -2.03036
88 H -1.74527 8.39890 -4.64754
89 H 2.87372 2.71623 4.17411
90 H -0.98627 -0.97813 -1.20932
91 H -0.59886 1.46775 2.44065
92 H -4.21598 -6.36214 4.18032
93 H 2.00420 4.02900 3.32639
94 H 4.99915 -0.19536 0.55264
95 H 6.38399 -3.34761 0.99931
96 H 3.57811 -1.26987 -1.13015
97 H -2.22044 -2.56623 1.36172
98 H 5.13345 -3.37150 -2.22923
99 H 0.11427 1.01477 -5.33510
100 H -1.98825 4.89559 -3.14920
101 H 7.47986 -5.22004 -2.33010
102 H -2.88735 -7.27758 4.91112
103 H -0.80999 11.42974 -2.50802
104 H -1.19455 6.81981 -5.19710
105 H -3.80519 -4.38736 -0.31715
106 H -3.22846 -10.15892 2.76442
107 H -3.00096 0.72913 -0.28989
108 H -3.25080 5.72296 0.34336
109 H 8.75843 -3.61471 -0.85931
110 H -4.22085 -8.08623 2.29409
111 H -5.98621 -8.09396 4.12151
112 H 2.57964 -0.16626 -2.82384
113 H -1.39204 8.42414 -0.52158
114 H -1.92948 4.90502 1.26224
115 H 2.78228 0.71973 3.26053
116 H 2.63380 -0.49697 0.16755
117 H -4.67698 3.59498 -0.26731
118 H 1.77174 0.96376 -4.62426
119 H 5.27992 -4.10671 -0.13528
120 H 7.21430 -5.53511 0.68832
121 H -1.74463 0.21855 0.84216
122 H -5.16614 -9.26565 7.23707
123 H -2.78593 -9.71120 4.23648
124 H 1.14460 8.35949 -3.21967

The energy above the lowest of the compared OMol25 structures with the same formula, charge and spin is 224.3 kJ/mol. Its largest force on an atom is 3.1 eV Å⁻¹. The net charge is -1. For the electronic energy, the calculation gives -105349.73093 eV. Its frontier orbital gap is 7.22 eV.

Record 2
The following is a DFT calculation (the ωB97M-V functional and the def2-TZVPD basis) of a 5-piece molecular cluster, C32H72ClN4 overall at a distorted geometry.

Geometry (Å):
1 Cl 15.79269 -3.35718 -7.90799
2 N 20.01671 -0.32118 -9.05375
3 N 13.70478 -5.02530 -4.46494
4 N 14.47027 -5.22204 -11.83836
5 N 20.45774 -6.53774 -7.56471
6 C 20.20775 0.85391 -8.13275
7 C 21.60311 -7.45530 -7.20524
8 C 20.53587 -6.20178 -9.01430
9 C 19.10234 -7.15688 -7.27000
10 C 22.10248 0.77350 -9.63305
11 C 14.80422 -6.38239 -10.95590
12 C 13.59742 -4.24573 -11.12939
13 C 19.00358 -4.74828 -6.84539
14 C 21.52841 -8.85549 -7.75688
15 C 22.62019 -9.69564 -7.08673
16 C 12.91034 -7.24126 -5.40645
17 C 13.60021 -7.16096 -10.42914
18 C 12.73065 -8.72110 -5.06673
19 C 13.27822 -2.81583 -5.26589
20 C 13.09321 -6.38227 -4.18646
21 C 18.56279 -0.47358 -9.40636
22 C 18.24530 -1.48204 -10.48565
23 C 13.43425 -2.72800 -3.74201
24 C 12.91622 -4.27759 -5.51619
25 C 21.69133 1.17956 -8.19893
26 C 13.56996 -7.27120 -8.91900
27 C 20.54426 -1.55460 -8.40613
28 C 13.85273 -5.63823 -13.15630
29 C 15.73029 -4.51974 -12.26345
30 C 16.82660 -1.25005 -10.98742
31 C 20.89471 0.06278 -10.22564
32 C 15.13013 -5.14305 -4.88902
33 C 14.29144 -4.59876 -14.17998
34 C 15.33155 -3.69808 -13.46070
35 C 18.12147 -5.97101 -7.23890
36 C 13.58308 -4.15814 -3.23815
37 C 20.42871 -5.27429 -6.75760
38 H 16.73623 -1.49198 -12.04385
39 H 13.59927 -6.29567 -8.42092
40 H 14.47544 -4.33435 -2.63820
41 H 12.66944 -7.77393 -8.56312
42 H 20.42298 -7.12109 -9.58660
43 H 20.67284 -5.57702 -5.73679
44 H 15.38194 -7.03610 -11.61183
45 H 11.88968 -8.88681 -4.39515
46 H 14.68358 -5.08201 -15.06962
47 H 13.73685 -7.13213 -6.11768
48 H 16.13038 -1.84052 -10.38984
49 H 12.12128 -6.17656 -3.74125
50 H 15.15649 -5.52742 -5.90282
51 H 14.41676 -7.84406 -8.52972
52 H 22.34806 1.65139 -10.23164
53 H 21.12282 -0.84012 -10.79108
54 H 16.21021 -4.03295 -11.41575
55 H 22.59930 -10.71883 -7.45726
56 H 19.19663 -7.63161 -6.29637
57 H 21.71848 -8.84461 -8.83192
58 H 13.62563 -9.12671 -4.59010
59 H 14.16246 -3.91092 -10.25638
60 H 13.46633 -3.96658 -14.50288
61 H 18.26278 0.53203 -9.71193
62 H 19.57857 1.67746 -8.46435
63 H 16.40448 -5.33019 -12.56763
64 H 12.71468 -4.76592 -10.78238
65 H 14.89950 -2.74099 -13.17938
66 H 16.51115 -0.21490 -10.84906
67 H 18.95190 -1.34164 -11.30459
68 H 19.70945 -5.55168 -9.28844
69 H 20.59747 -2.34085 -9.15436
70 H 14.23012 -6.63258 -13.38315
71 H 22.50577 -6.98391 -7.59744
72 H 16.15561 -3.51087 -14.14558
73 H 20.28433 0.65915 -10.90417
74 H 17.72444 -5.79614 -8.23017
75 H 15.61340 -5.83360 -4.20033
76 H 18.70238 -4.30333 -5.90074
77 H 20.56118 -9.32494 -7.58496
78 H 22.26138 0.62581 -7.45183
79 H 21.91061 2.22060 -7.97525
80 H 12.05872 -6.92579 -6.01742
81 H 12.77528 -5.69267 -13.02455
82 H 21.50637 -1.34866 -7.95317
83 H 12.56848 -9.28864 -5.98121
84 H 13.73842 -6.85479 -3.44519
85 H 18.83933 -3.97646 -7.59792
86 H 13.24439 -4.60179 -6.49946
87 H 22.44314 -9.76099 -6.01155
88 H 12.49309 -2.17539 -5.65737
89 H 11.85819 -4.45715 -5.33507
90 H 23.02365 0.19405 -9.66330
91 H 18.36032 -2.46990 -10.03257
92 H 12.63750 -6.80095 -10.79416
93 H 14.20160 -2.63755 -5.81640
94 H 17.40876 -6.17708 -6.45006
95 H 13.37352 -3.41446 -11.78513
96 H 18.01258 -0.65939 -8.48130
97 H 21.66684 -7.45473 -6.11632
98 H 19.81951 -1.85262 -7.64694
99 H 21.22935 -4.60524 -7.07009
100 H 23.61730 -9.29564 -7.26410
101 H 14.29308 -2.09146 -3.51383
102 H 18.88354 -7.86115 -8.06402
103 H 21.50612 -5.77565 -9.25013
104 H 15.55755 -4.14610 -4.89050
105 H 12.72005 -4.46156 -2.65353
106 H 15.46490 -5.99553 -10.17923
107 H 19.88120 0.60224 -7.12255
108 H 13.60342 -8.17312 -10.84468
109 H 12.61925 -2.19584 -3.25522

The energy above the lowest of the compared OMol25 structures with the same formula, charge and spin is 0.0 kJ/mol. Its largest force on an atom is 1.6 eV Å⁻¹. The net charge is +3. For the electronic energy, the calculation gives -52812.95917 eV. Its frontier orbital gap is 8.76 eV.